Entry from the Open Molecules 2025 dataset: a cluster of 10 separate species, C15H37BrF7N19O13S2 in total in a non-equilibrium geometry (the ωB97M-V functional and the def2-TZVPD basis).

Structure (XYZ):
```
94
C15H37BrF7N19O13S2 the ωB97M-V functional and the def2-TZVPD basis
Br -0.141 0.746 1.622
S -1.306 4.521 -0.638
S 2.570 -0.160 -0.635
F -0.634 -0.878 -2.125
F -2.915 -0.106 -2.207
F -4.352 0.902 0.066
F -3.031 -0.317 1.265
F -2.153 1.523 -1.011
F -1.246 -1.749 -0.235
F -4.139 -1.230 -0.344
O 3.234 -1.069 -1.487
O 1.958 1.028 -1.486
O -1.175 -1.690 3.143
O 0.430 5.593 1.586
O 6.928 -4.983 2.127
O 1.154 -0.767 -0.183
O 7.186 -2.641 -2.527
O -2.390 -5.405 -4.533
O -0.754 1.949 -4.340
O -2.791 -2.690 7.841
O -4.110 3.515 -6.585
O 3.224 0.343 0.513
O -4.193 5.693 -1.927
N 7.390 -5.912 4.140
N -4.925 3.723 -1.078
N 5.641 -2.386 -0.886
N -1.356 -2.260 9.542
N -4.136 2.351 -4.636
N 0.927 3.463 -4.447
N -0.740 -1.853 7.352
N -1.876 -3.233 -4.122
N 8.265 -6.812 2.201
N -0.474 3.134 -6.253
N 0.765 2.693 -0.442
N 0.919 7.805 1.676
N -2.955 -2.090 4.494
N 1.779 6.341 3.247
N -1.288 -4.883 -2.619
N -1.449 -3.767 4.020
N -2.953 1.569 -6.461
N 7.366 -3.896 -0.642
N -6.089 5.682 -0.681
C -1.700 -2.293 8.218
C -1.051 -0.585 -0.870
C -3.498 -0.125 0.038
C 6.760 -2.953 -1.425
C 0.631 1.369 -1.105
C -0.154 3.487 -0.607
C 0.111 0.191 -0.224
C 7.492 -5.847 2.780
C -1.887 -4.566 -3.809
C -1.819 -2.462 3.837
C -0.142 2.796 -4.975
C 1.004 6.517 2.133
C -2.384 0.207 -1.002
C -3.760 2.547 -5.935
C -5.013 5.076 -1.274
H 1.452 4.156 -4.944
H -2.639 0.771 -5.944
H -4.716 3.054 -4.216
H 1.383 8.579 2.110
H 8.189 -4.328 -1.013
H -1.963 -4.413 4.588
H 7.030 -4.169 0.270
H 0.161 -1.524 7.638
H 1.195 3.230 -3.510
H -6.181 6.671 -0.807
H 5.281 -2.630 0.017
H -1.466 -2.533 -3.535
H 8.356 -6.792 1.203
H -0.966 -1.867 6.374
H 0.358 7.965 0.861
H -6.774 5.192 -0.140
H -5.584 3.195 -0.539
H -3.490 -2.709 5.076
H -1.265 2.663 -6.660
H 2.261 7.086 3.712
H 1.863 5.408 3.601
H -3.848 1.562 -4.090
H -3.257 -1.140 4.388
H -2.041 -2.577 10.201
H 5.164 -1.689 -1.428
H -0.469 -1.938 9.877
H 6.829 -5.214 4.590
H 7.842 -6.610 4.697
H -2.305 -2.962 -4.985
H -2.670 1.677 -7.416
H 0.016 3.823 -6.789
H 8.736 -7.529 2.718
H -0.617 -4.077 3.555
H -1.275 -5.850 -2.358
H -4.143 3.252 -1.492
H 0.051 1.596 -1.992
H -0.866 -4.206 -2.012
```

**E_tot**: -181828.0617 eV
**F_max**: 2.4 eV/A
**Structure (SMILES)**: O=S1(=O)O[C@H](N=C=S)[C@@](Br)(C(F)(F)C(F)(F)C(F)(F)F)O1.NC(N)=O.NC(N)=O.NC(N)=O.NC(N)=O.NC(N)=O.NC(N)=O.NC(N)=O.NC(N)=O.NC(N)=O